# 1
Formula: C72H114N18
Source: the Open Molecules 2025 dataset
Level of theory: ωB97M-V with the def2-TZVPD basis set

Structure (XYZ):
```
204
Properties=species:S:1:pos:R:3
N 4.185 -4.350 3.343
N 2.810 -2.373 1.435
N 0.320 -0.321 -8.013
N -1.465 -1.108 0.952
N 7.527 5.354 1.431
N 0.857 -8.165 5.853
N 2.304 7.431 4.855
N -3.139 5.221 -3.041
N -3.456 -3.778 0.949
N 3.280 3.236 -3.649
N 8.206 -4.760 1.397
N 3.880 -4.280 -6.346
N -3.833 -2.332 6.334
N -4.478 -2.493 -3.959
N -3.073 1.777 -3.943
N -5.555 1.671 1.150
N -0.632 -5.914 -1.168
N -0.563 6.330 -2.277
C 2.956 -2.324 -5.824
C -6.393 -0.920 -1.709
C 2.698 -3.236 -4.786
C 3.106 -1.409 1.975
C -2.351 0.623 4.899
C 3.196 -4.474 -5.187
C 0.097 -0.224 -0.406
C -1.941 0.088 0.489
C -7.932 1.796 3.844
C -7.753 2.515 2.430
C 0.229 -5.969 -2.219
C -1.592 3.042 -7.236
C -0.280 -5.049 4.860
C 0.442 4.908 3.000
C -4.125 -2.531 0.741
C -4.061 -3.123 2.953
C -4.553 -2.187 2.020
C -0.295 -1.383 0.301
C 5.044 3.007 0.509
C 4.784 -5.589 3.210
C 7.307 -4.163 1.037
C -0.709 -1.424 -3.929
C -4.860 5.122 0.080
C 0.096 1.459 -6.037
C 1.202 7.502 -1.412
C -2.363 -2.447 -2.363
C 4.657 -3.784 4.505
C -0.296 4.510 1.691
C 0.215 -7.447 5.219
C 1.939 6.808 3.956
C 1.364 -5.395 -1.867
C 0.699 6.201 -1.697
C -0.530 -6.503 4.446
C 4.347 0.825 -3.552
C 0.228 8.390 -1.646
C -0.942 -2.546 -2.923
C 6.462 4.861 1.390
C 3.619 2.565 0.217
C 5.089 4.353 1.284
C -3.293 -1.291 6.341
C -3.549 -2.489 -3.252
C -7.921 0.262 3.768
C 1.473 6.077 2.780
C 0.038 -5.339 -0.078
C 0.245 0.450 -7.157
C 3.489 -0.217 2.722
C -4.393 0.660 -2.003
C 5.453 -5.825 4.380
C 6.519 -2.277 -0.420
C 3.781 -2.964 -6.681
C -6.552 2.031 1.684
C 3.767 2.184 -3.623
C 4.751 0.328 -4.919
C -1.027 0.611 -0.408
C 5.454 -1.163 -0.729
C -3.737 0.993 4.316
C -3.919 4.868 -2.261
C -3.426 -4.135 2.247
C 5.525 -4.659 5.109
C -2.539 0.018 6.366
C -0.315 2.900 -6.392
C -3.519 4.850 0.771
C 1.262 -4.912 -0.581
C -4.996 4.551 -1.334
C 5.874 1.146 -5.567
C -3.612 1.258 -3.054
C 2.505 0.255 3.786
C 1.045 0.358 3.248
C -0.912 7.681 -2.137
C 6.085 -3.384 0.569
C 1.083 -4.624 4.179
C -5.757 0.218 -2.547
H 0.280 -1.466 -4.386
H -1.600 -0.169 6.886
H 6.780 1.229 -4.967
H -1.593 -6.225 -1.170
H -0.772 -0.562 -3.265
H 2.981 -5.427 -4.727
H -3.736 -0.111 -1.603
H 1.245 -3.554 4.309
H 5.572 2.191 -5.649
H -2.417 -3.117 -1.506
H 2.412 5.580 2.533
H 4.755 4.193 2.309
H 6.042 -6.700 4.614
H 0.323 3.821 1.117
H -4.315 0.083 4.154
H -0.523 3.391 -5.441
H -1.130 -4.440 4.554
H 5.551 3.178 -0.440
H -5.613 -0.158 -3.560
H -4.528 1.421 -1.234
H 1.258 6.769 1.966
H -8.807 2.197 4.356
H -3.185 0.628 6.997
H 5.658 2.233 0.970
H 1.022 -4.713 3.094
H -1.570 -6.812 4.556
H -5.903 4.785 -1.891
H -4.357 1.652 4.924
H -2.455 2.748 -6.637
H 4.325 -0.503 3.359
H -3.276 -4.488 0.253
H 1.101 1.557 -5.627
H -4.893 6.204 -0.040
H 6.840 -2.819 -1.310
H -1.775 -0.129 4.359
H -4.990 3.485 -1.108
H 5.890 -0.337 -1.291
H 6.173 0.880 -6.581
H 4.165 -2.661 -7.644
H 2.060 -4.393 -0.073
H 1.005 -0.176 -0.989
H 3.063 2.216 1.087
H -5.097 -1.273 2.205
H 4.659 -1.629 -1.311
H -8.214 -0.126 4.744
H -6.912 -0.102 3.572
H 3.569 -3.920 2.668
H -0.143 -2.570 -2.182
H 0.831 1.061 2.443
H 2.134 -3.046 -3.885
H 5.648 -3.023 1.500
H -1.434 -1.342 -4.739
H -7.152 2.090 4.547
H -2.947 0.256 0.845
H 4.743 -6.227 2.339
H 0.419 0.688 4.077
H -0.528 1.036 -5.249
H 3.903 0.533 2.048
H 3.600 0.182 -3.087
H -6.439 1.067 -2.601
H -6.149 -0.707 -0.668
H -3.232 3.801 0.850
H -3.376 5.362 1.723
H -0.292 5.282 3.714
H 0.400 9.455 -1.606
H -2.755 5.295 0.134
H -3.640 1.533 3.374
H -4.343 -3.180 3.995
H 5.373 -3.951 -0.030
H 0.486 3.392 -6.944
H 2.425 -0.368 4.676
H -1.210 1.544 -0.921
H -7.581 3.587 2.523
H 0.831 3.994 3.449
H 0.205 -2.308 0.545
H 0.621 -0.620 3.021
H -8.630 2.377 1.797
H 2.168 -5.190 -2.558
H 2.178 7.893 -1.168
H 4.472 5.092 0.773
H 4.992 -0.750 0.168
H -0.435 -5.253 0.889
H -1.140 3.869 1.948
H -0.717 5.353 1.144
H -0.183 -6.353 -3.140
H 2.602 -1.320 -6.002
H -1.604 2.472 -8.165
H 2.775 1.276 4.056
H 4.998 -0.730 -4.835
H -1.261 5.665 -2.579
H 6.067 -4.612 6.042
H -2.917 -5.043 2.533
H -8.551 -0.081 2.947
H 3.924 0.407 -5.624
H 4.395 -2.765 4.748
H -7.470 -1.043 -1.820
H 1.256 5.277 -1.641
H 5.136 0.834 -2.800
H -1.705 1.501 4.865
H -1.697 4.083 -7.543
H -4.202 -2.093 -0.244
H -5.932 -1.884 -1.926
H -1.962 -1.698 1.604
H -2.351 -1.454 -1.914
H 3.604 1.784 -0.543
H 4.327 -4.978 -6.923
H 1.973 -5.145 4.534
H -5.667 4.772 0.724
H -1.825 8.072 -2.562
H 7.479 -1.804 -0.214
H -0.331 -6.645 3.384
H 2.978 3.368 -0.147
H -0.206 -5.023 5.947
H -0.853 -3.487 -3.466
```

Summary:
HOMO-LUMO gap, eV: 7.571
HOMO, eV: -7.74

# 2
Formula: C72H150F9N6O8S2
Source: the Open Molecules 2025 dataset
Level of theory: ωB97M-V with the def2-TZVPD basis set

Structure (XYZ):
```
247
Properties=species:S:1:pos:R:3
S -0.025 1.787 -0.237
S -2.783 -5.369 -0.682
F -1.219 -4.640 -2.729
F 2.010 0.281 -1.021
F -1.065 -3.479 -1.068
F 6.668 0.938 -1.851
F 1.461 0.084 1.003
F 0.176 -0.928 -0.457
F 4.969 -0.223 -1.154
F 6.699 -1.321 -1.738
F -2.779 -3.143 -2.292
O 0.796 2.801 0.413
O -1.800 -6.309 -0.243
O 6.304 -0.782 1.340
O 8.343 -0.152 0.565
O -1.292 1.467 0.474
O -3.419 -4.622 0.422
O -0.259 2.075 -1.660
O -3.778 -5.938 -1.606
N -0.478 4.279 4.299
N 2.043 -7.835 1.409
N -4.264 3.320 -3.554
N 1.295 -0.062 -5.526
N -2.280 -5.434 6.384
N 1.456 6.923 -1.748
C 0.995 -7.957 2.565
C -0.775 -0.428 -4.198
C 1.115 0.305 -7.028
C 2.574 -6.357 1.359
C -2.663 4.025 -5.303
C 3.947 -0.341 -5.912
C -2.081 2.392 5.187
C -3.803 1.904 -3.279
C -2.485 -4.380 3.917
C 5.328 0.364 -5.667
C 0.150 -1.583 -4.119
C 3.454 2.595 -1.952
C -3.622 -0.234 -0.044
C -1.467 -6.425 7.249
C -1.399 2.994 3.973
C 2.619 8.279 -3.704
C -0.965 6.355 -1.408
C 1.961 5.535 -2.102
C 1.076 -1.529 -5.259
C 3.190 -8.766 1.921
C 0.541 4.546 3.132
C 1.547 -8.750 -2.459
C -0.616 -3.324 6.727
C -3.752 -5.808 6.680
C 1.725 3.571 3.392
C -3.325 6.948 4.326
C 1.978 -3.969 0.456
C -8.251 2.861 -3.225
C -2.004 -3.977 7.009
C 3.496 9.409 -4.091
C -1.863 -5.447 4.901
C -1.676 -2.347 2.434
C 2.336 8.176 -2.180
C 2.228 -8.267 -1.109
C -4.209 1.341 -1.887
C -6.788 2.753 -3.818
C 4.542 -1.496 2.655
C -0.279 6.749 -0.012
C 1.203 7.084 -0.217
C -2.616 0.984 4.975
C 1.272 -8.290 0.139
C -1.940 -4.001 -1.839
C 1.293 -9.329 3.260
C 0.571 3.913 5.377
C 3.330 5.082 -1.437
C -2.010 4.347 -3.995
C 0.225 0.717 -4.608
C -0.395 0.382 -9.057
C -5.751 3.587 -3.092
C 6.331 -0.188 -1.100
C 5.053 -0.347 1.802
C 2.285 -4.242 -0.972
C -0.754 -1.853 7.234
C 1.478 -5.310 1.202
C -2.380 6.001 3.629
C -3.367 0.078 -1.528
C 4.118 3.960 -2.031
C -3.277 4.385 -3.042
C 6.973 0.001 0.375
C -0.021 7.041 -2.346
C -3.831 -6.331 8.080
C 5.348 1.864 -6.235
C 2.843 -9.427 3.250
C -4.120 3.735 -5.012
C -0.288 0.349 -7.564
C 2.771 0.273 -5.065
C -1.384 5.450 4.753
C 0.991 0.153 -0.183
C -1.491 -3.754 2.930
C -3.935 1.148 4.129
C -2.336 -6.722 8.501
C 1.564 3.040 4.820
H -1.940 -6.170 9.353
H 5.000 3.973 -1.391
H 1.912 -2.228 -5.278
H -2.960 0.531 5.905
H 4.066 5.886 -1.429
H -2.524 4.899 -5.938
H -3.651 1.572 3.166
H -2.646 -2.271 1.943
H 0.832 -9.244 4.245
H -0.052 1.639 -5.120
H -0.869 7.554 0.427
H -5.954 4.613 -3.399
H 0.834 5.595 3.147
H 6.818 1.058 0.589
H -1.780 6.357 2.792
H 3.102 -9.568 1.187
H -1.905 -6.460 4.501
H -3.666 5.383 -3.241
H 3.244 -4.754 -1.050
H -4.101 -5.583 8.827
H -8.905 2.048 -3.541
H 3.155 -6.551 0.458
H 1.076 -9.355 0.261
H -2.322 0.388 -1.540
H -4.101 6.410 4.871
H -0.937 -2.038 1.695
H -3.766 2.062 -1.200
H -2.881 2.945 5.680
H 6.145 -0.080 -6.236
H 4.294 -0.120 1.053
H 2.335 -3.310 -1.535
H 3.109 -8.899 -1.000
H -0.702 6.196 5.160
H 4.278 9.726 -3.400
H -2.131 3.230 -5.825
H -1.913 0.332 4.458
H -1.505 5.310 -4.070
H -1.456 0.422 -9.307
H 0.661 -5.587 0.537
H 0.690 -1.472 -3.179
H -0.349 5.901 0.670
H -0.410 -6.164 7.294
H -1.392 -4.440 2.089
H 3.454 -1.550 2.680
H 0.732 -8.042 -2.609
H -1.610 -0.477 -4.897
H -1.571 -7.328 6.648
H 1.586 8.074 0.034
H 2.449 2.529 -2.369
H 1.074 4.818 5.717
H -0.017 1.310 -9.487
H -1.160 -0.125 -3.225
H -1.377 2.218 6.001
H 0.859 0.991 -3.765
H -8.099 2.970 -2.151
H -0.456 -3.254 5.651
H 0.247 -3.808 7.184
H -2.754 -0.662 0.459
H -5.274 1.110 -1.885
H -5.592 3.680 -2.018
H 2.579 1.340 -5.179
H 2.169 -8.586 -3.339
H 4.026 -1.421 -5.783
H -2.715 1.861 -3.329
H 2.533 -7.222 -1.174
H 4.125 -8.211 1.848
H 1.319 -7.252 3.331
H 1.617 8.249 -4.133
H -1.936 6.846 -1.481
H -2.823 -3.343 6.670
H 0.426 -1.909 -6.047
H -3.865 7.531 3.580
H -6.383 1.742 -3.868
H 1.598 -0.510 -7.567
H -0.718 2.274 3.521
H -4.584 -7.106 8.218
H 3.786 -0.352 -6.990
H 2.414 3.126 5.497
H 3.061 7.325 -3.993
H 3.314 -8.787 3.996
H 0.337 -7.739 0.041
H 3.240 4.955 -0.358
H 2.626 4.145 3.175
H 1.805 2.640 2.831
H 3.507 2.054 -1.007
H -3.348 -4.871 3.467
H 2.780 10.207 -4.291
H -0.809 -5.175 4.853
H -0.009 -7.728 2.206
H -0.203 8.113 -2.426
H 2.923 -3.630 0.881
H -2.212 -3.945 8.079
H 0.033 6.665 -3.367
H -4.324 0.159 3.890
H -0.944 1.068 -7.073
H -8.804 3.770 -3.458
H -0.233 -2.601 -4.058
H 1.293 4.767 -1.712
H 1.569 -4.825 -1.551
H -2.235 -7.753 8.841
H 2.850 -0.129 -4.054
H -4.757 1.641 4.649
H 0.230 3.477 6.316
H -0.980 -1.930 8.298
H 1.271 -3.140 0.501
H 1.155 2.033 4.736
H 5.201 1.862 -7.315
H 4.756 -2.463 2.200
H -4.240 -4.855 6.477
H 3.999 9.068 -4.996
H 0.100 -0.450 -9.559
H 6.400 1.999 -5.984
H 0.083 4.261 2.185
H -0.769 -0.612 -7.381
H -4.094 0.574 0.515
H -1.824 5.007 5.646
H 4.990 -1.604 3.643
H 1.123 -4.923 2.157
H -3.005 -3.569 4.428
H -4.167 1.226 -4.052
H -4.024 -6.639 6.028
H 0.173 -1.285 7.163
H 3.153 -6.201 2.270
H 1.722 1.160 -7.327
H -1.448 -1.387 6.535
H 0.903 -9.628 -2.413
H -1.563 -1.673 3.283
H -0.477 -3.807 3.328
H 3.276 -10.420 3.369
H -2.007 3.281 3.115
H -3.120 4.218 -1.977
H 1.856 6.583 0.498
H 5.468 0.378 -4.586
H -3.437 -0.732 -2.253
H 4.695 2.570 -5.722
H 2.031 5.538 -3.190
H 4.366 4.230 -3.058
H 0.692 -10.118 2.807
H 3.280 8.004 -1.664
H 4.074 1.936 -2.560
H -4.775 4.598 -5.133
H -6.718 3.053 -4.864
H -3.027 5.292 3.113
H 1.929 9.118 -1.811
H -4.491 -0.888 -0.106
H -1.069 5.277 -1.532
H 5.188 0.548 2.408
H -1.272 3.616 -3.667
H -4.398 2.911 -5.669
H -2.770 7.715 4.866
```

Summary:
Charge: +4
HOMO-LUMO gap (alpha / beta), eV: 7.383 / 5.946
2S+1: 2
HOMO (alpha / beta), eV: -13.96 / -13.96